{
  "formula": "CH5Cl3Si2",
  "method": "ωB97M-V/def2-TZVPD",
  "homo_lumo_gap_ha": 0.304,
  "homo_energy_ev": -8.96,
  "symbols": ["C", "Si", "Si", "Cl", "Cl", "Cl", "H", "H", "H", "H", "H"],
  "coordinates": [[1.013, -2.322, -1.607], [-3.288, -1.191, -0.088], [1.215, -0.988, -0.195], [-4.421, -0.031, -0.980], [-1.619, -0.970, -1.326], [0.208, -2.076, 1.754], [1.744, -3.030, -1.527], [0.073, -2.795, -1.518], [0.991, -1.794, -2.605], [-3.113, -2.534, -0.025], [-3.272, -0.638, 1.189]],
  "forces_ev_per_angstrom": [[-1.17, 3.17, -0.07], [3.99, -0.67, 1.16], [-1.18, -1.29, 0.75], [-4.43, 2.89, -2.87], [0.56, 0.62, 0.10], [0.84, 0.76, -1.87], [2.26, -1.87, -0.10], [-0.89, -0.72, 0.22], [0.41, -0.49, 0.96], [-0.87, -2.93, -0.01], [0.50, 0.52, 1.73]],
  "nbo_charge": [-1.23, 1.14, 1.07, -0.30, -0.42, -0.60, 0.23, 0.25, 0.24, -0.18, -0.19]
}